# 1
A molecular structure, C5H8O2. Source: the Open Molecules 2025 dataset; level of theory: ωB97M-V/def2-TZVPD.

Geometry as XYZ:
```
15
Properties=species:S:1:pos:R:3:forces:R:3:nbo_charge:R:1
C 1.645 -0.037 0.764 0.1 0.0 -0.1 -0.642
C 0.586 0.210 -0.267 0.1 -0.2 0.3 0.232
C -0.074 -0.722 -1.239 0.0 -0.1 -0.1 -0.457
C -0.824 -0.221 -0.038 0.0 0.2 -0.1 0.171
O -1.224 -1.019 1.018 -0.2 -0.2 0.0 -0.690
C -1.158 1.254 -0.126 -0.4 0.0 0.0 -0.074
O 0.189 1.554 -0.562 0.1 0.1 0.1 -0.516
H 2.205 -0.958 0.584 0.0 0.2 0.0 0.219
H 1.142 -0.132 1.736 0.3 0.0 -0.1 0.225
H 2.335 0.809 0.806 0.0 -0.1 -0.1 0.236
H -0.340 -0.371 -2.234 0.1 0.0 0.1 0.229
H 0.244 -1.761 -1.179 -0.1 0.1 0.0 0.224
H -1.476 -1.884 0.678 -0.1 0.1 0.1 0.481
H -1.931 1.607 -0.820 0.1 0.0 0.1 0.176
H -1.318 1.671 0.877 -0.1 -0.1 -0.2 0.186
```
Forces are in eV/Å.

orbital gap	9.620	eV
HOMO level	-8.84	eV
charge	0


# 2
C5H8O2 in the gas phase at a distorted geometry. Source: the Open Molecules 2025 dataset; level of theory: ωB97M-V/def2-TZVPD.

Geometry as XYZ:
```
15
Properties=species:S:1:pos:R:3:forces:R:3:nbo_charge:R:1
C 1.675 -0.539 0.199 0.1 -0.1 -0.1 -0.616
C 0.436 0.183 0.679 0.2 -0.1 -0.1 -0.262
C -1.005 -0.444 0.482 -0.2 0.1 0.4 0.098
O -1.091 -1.624 -0.259 0.1 0.0 -0.1 -0.703
C -1.409 0.823 -0.293 -0.6 -0.2 -0.2 0.018
O -0.686 0.639 -1.472 -0.3 -0.9 0.1 -0.539
C -0.039 1.328 -0.209 -0.2 -0.5 -1.8 -0.004
H 2.554 0.097 0.363 -0.1 -0.1 0.0 0.215
H 1.597 -0.736 -0.873 0.1 -0.1 0.1 0.213
H 1.834 -1.486 0.721 0.0 0.1 -0.1 0.221
H 0.529 0.433 1.747 0.0 0.4 -0.4 0.223
H -1.551 -0.600 1.410 0.2 0.0 0.1 0.184
H -0.769 -1.404 -1.150 -0.1 0.0 0.2 0.484
H -2.358 1.346 -0.321 0.0 -0.1 0.0 0.199
H 0.283 1.982 -1.023 1.1 1.6 1.9 0.269
```
Forces are in eV/Å.

SMILES	C[C@@H]1[C@H](O)[C@@H]2O[C@H]12
orbital gap	10.762	eV
HOMO level	-9.73	eV
charge	0


# 3
C5H8O2 in the gas phase. Source: the Open Molecules 2025 dataset; level of theory: ωB97M-V/def2-TZVPD.

Geometry as XYZ:
```
15
Properties=species:S:1:pos:R:3:forces:R:3:nbo_charge:R:1
C -1.181 -0.039 0.531 0.0 0.1 0.0 -0.572
C -0.908 0.202 -0.919 0.0 0.0 0.0 0.094
O -0.101 1.119 -1.344 -0.1 -0.1 0.0 -0.306
C 0.713 1.907 -0.684 0.0 0.2 0.1 -0.251
C 1.513 -1.186 0.056 0.4 0.4 -0.3 -0.180
O 0.574 -1.740 0.765 0.1 -0.6 0.3 -0.337
C -0.618 -1.320 1.061 -0.5 0.2 0.1 0.052
H -0.866 0.844 1.113 0.0 -0.1 -0.1 0.218
H -2.269 -0.114 0.667 0.1 0.0 0.0 0.248
H -1.390 -0.345 -1.719 0.0 0.1 0.1 0.184
H 0.648 1.975 0.394 0.0 0.0 -0.2 0.163
H 1.195 2.651 -1.299 -0.1 -0.1 0.1 0.183
H 1.469 -0.141 -0.246 0.0 -0.1 0.1 0.159
H 2.416 -1.776 -0.001 -0.1 0.1 0.0 0.170
H -1.195 -2.039 1.625 0.0 0.1 -0.1 0.176
```
Forces are in eV/Å.

orbital gap (spin up / spin down)	7.661 / 7.668	eV
HOMO level (spin up / spin down)	-7.08 / -7.04	eV
charge	0


# 4
C5H8O2 in the gas phase at a distorted geometry. Source: the Open Molecules 2025 dataset; level of theory: ωB97M-V/def2-TZVPD.

Geometry as XYZ:
```
15
Properties=species:S:1:pos:R:3:forces:R:3:nbo_charge:R:1
C 3.444 1.257 0.414 0.1 -0.3 0.3 -0.232
C 2.395 0.836 0.022 -0.2 1.2 -0.1 -0.025
C 1.275 0.005 -0.323 0.7 -1.5 0.4 -0.149
O 0.124 0.174 0.455 -0.2 0.4 -0.1 -0.533
C -0.898 -0.725 0.055 -0.1 -0.1 -0.1 -0.093
C -2.156 -0.369 0.808 0.1 -0.4 0.1 -0.079
O -2.686 0.873 0.418 0.1 0.3 0.0 -0.711
H 4.357 1.183 0.941 0.5 0.6 0.0 0.234
H 1.028 -0.077 -1.401 0.4 0.1 0.5 0.205
H 1.855 -0.880 0.079 -1.3 -0.5 -1.1 0.214
H -1.097 -0.613 -1.020 0.1 -0.1 0.0 0.173
H -0.605 -1.768 0.259 0.0 0.2 0.0 0.172
H -2.916 -1.124 0.589 0.0 0.1 0.0 0.183
H -1.936 -0.407 1.881 -0.1 0.1 0.0 0.167
H -2.016 1.542 0.608 -0.1 0.0 0.0 0.473
```
Forces are in eV/Å.

SMILES	C#CCOCCO
orbital gap	10.659	eV
HOMO level	-9.79	eV
charge	0


# 5
A molecular structure, C5H8O2 at a distorted geometry. Source: the Open Molecules 2025 dataset; level of theory: ωB97M-V/def2-TZVPD.

Geometry as XYZ:
```
15
Properties=species:S:1:pos:R:3:forces:R:3:nbo_charge:R:1
C 1.669 0.646 -0.186 -1.2 1.5 0.6 -0.568
C -0.012 0.307 0.267 1.8 -1.8 -0.3 0.256
C -0.859 0.178 1.583 0.7 0.3 0.0 -0.640
C -0.958 0.113 -0.960 0.5 0.1 -0.3 -0.568
C -0.170 -1.179 -1.100 -0.3 -1.0 -0.5 0.781
O -0.044 -2.059 -1.895 -0.2 0.1 -0.3 -0.566
O 0.484 -1.084 0.058 -1.8 -2.3 0.2 -0.510
H 1.619 0.922 -1.244 -0.1 0.5 0.3 0.213
H 2.012 1.417 0.465 0.5 1.0 -0.1 0.203
H 2.454 -0.177 -0.170 -1.8 0.5 0.6 0.238
H -1.443 -0.763 1.477 0.5 0.5 -0.2 0.228
H -0.214 0.039 2.447 0.1 0.1 0.1 0.225
H -1.602 0.954 1.822 0.6 0.1 -0.4 0.222
H -2.024 -0.103 -0.754 0.6 0.3 0.3 0.246
H -0.911 0.791 -1.809 0.2 0.0 0.0 0.241
```
Forces are in eV/Å.

orbital gap	10.619	eV
HOMO level	-9.89	eV
charge	0


# 6
C5H8O2 in the gas phase at a distorted geometry. Source: the Open Molecules 2025 dataset; level of theory: ωB97M-V/def2-TZVPD.

Geometry as XYZ:
```
15
Properties=species:S:1:pos:R:3:forces:R:3:nbo_charge:R:1
O -1.625 -2.247 -0.395 0.6 1.7 0.7 -0.503
C -1.325 -1.145 -0.037 0.6 0.7 -0.4 0.650
C -1.986 0.349 -0.102 0.1 -0.7 0.0 -0.511
C -0.589 0.842 -0.377 0.1 0.6 0.0 -0.419
C 0.136 -0.256 0.382 -0.4 -0.4 -0.1 -0.318
C 1.633 -0.474 0.023 -0.6 -0.6 -0.2 -0.067
O 2.455 0.534 0.627 -0.2 -0.1 0.0 -0.726
H -2.723 0.804 -0.795 0.0 -1.3 0.2 0.229
H -2.271 0.676 0.912 0.1 -0.4 -0.2 0.220
H -0.562 1.871 -0.045 0.9 0.3 0.0 0.220
H -0.334 0.749 -1.442 -0.1 0.2 0.2 0.201
H 0.078 -0.106 1.471 -0.1 0.0 -0.3 0.220
H 1.964 -1.459 0.369 -0.1 0.0 -0.1 0.172
H 1.764 -0.424 -1.069 -0.2 -0.1 0.1 0.161
H 3.384 0.287 0.478 -0.6 0.1 0.1 0.473
```
Forces are in eV/Å.

SMILES	O=C1CC[C@@H]1CO
orbital gap	10.401	eV
HOMO level	-9.55	eV
charge	0


Record order is preserved below.
E: -9407.14466; -9406.35388; -9402.64390; -9406.26546; -9406.90554; -9407.53371 eV
Record order is preserved below.
Relative energy (zero: lowest compared OMol25 entry of this formula, charge and spin): 259.31; 335.61; 693.56; 344.14; 282.38; 221.77 kJ/mol